The following is a quantum chemistry calculation of a molecular structure, C44H51BrI2N6O4S2SbSn, from OMol25.

Each line ends with the Mulliken charge.
Geometry (Å):
I (-1.966, -3.734, 0.253)  0.071
I (1.031, -2.695, -1.428)  0.162
Sb (-0.999, 0.111, -3.195)  0.930
Sn (0.438, -0.685, 1.459)  0.642
Br (8.130, 1.073, -2.371)  -0.127
S (4.411, -3.316, 3.247)  0.079
S (2.282, -0.996, 4.046)  1.774
O (1.206, -0.054, 3.666)  -0.713
O (3.642, -0.588, 3.897)  -0.726
O (2.362, 0.062, 1.084)  -0.322
O (1.428, 0.528, -0.857)  0.556
N (1.403, -3.128, 9.415)  -0.440
N (1.905, -2.207, 2.962)  -0.096
N (0.291, 1.915, 1.818)  -0.141
N (2.414, -4.106, 1.738)  -0.262
N (-1.942, 0.125, 3.218)  -0.212
N (-3.689, 2.892, 0.324)  0.205
C (1.245, 1.236, -4.633)  -0.514
C (-1.106, -1.061, -6.628)  -1.595
C (2.015, 1.064, -6.884)  -0.831
C (-0.080, -4.274, -0.541)  -0.793
C (0.193, 0.358, -4.921)  0.699
C (-1.488, 3.132, -2.508)  0.793
C (-4.546, -2.403, -2.588)  -0.604
C (-0.543, 2.923, 2.510)  -0.208
C (-1.170, 2.395, 3.802)  -1.393
C (6.206, 0.639, -0.335)  -0.790
C (0.494, -2.313, 7.353)  -1.019
C (-3.571, 4.288, -3.017)  -0.678
C (2.461, 0.381, -0.174)  0.302
C (-2.052, 1.961, -3.028)  0.977
C (-2.280, 4.287, -2.504)  -0.755
C (-2.436, -1.439, -3.182)  0.772
C (5.307, 0.922, -2.564)  -0.635
C (-3.346, 1.965, -3.555)  -1.183
C (-3.952, -0.280, -1.457)  -0.688
C (0.966, 0.207, -7.168)  -0.672
C (0.030, -0.172, -6.206)  1.284
C (6.391, 0.860, -1.695)  -0.012
C (-4.277, -3.512, -3.373)  -0.743
C (-1.623, 3.444, 1.559)  -1.418
C (1.994, -1.593, 5.624)  0.048
C (3.096, -1.897, 6.435)  -0.505
C (-3.625, -1.367, -2.447)  0.269
C (2.755, -3.138, 2.629)  0.186
C (-3.050, -3.624, -4.011)  -0.925
C (2.900, -2.405, 7.693)  -0.885
C (1.596, -2.628, 8.183)  1.100
C (4.030, 0.772, -2.060)  0.041
C (4.567, -4.720, 2.330)  -0.376
C (4.925, 0.481, 0.161)  -0.389
C (-2.374, 1.463, 3.642)  0.165
C (-4.106, 3.124, -3.554)  -0.923
C (2.155, 1.593, -5.609)  -0.892
C (0.694, -1.805, 6.098)  -0.427
C (3.829, 0.552, -0.700)  0.038
C (-0.056, 3.243, -2.057)  -1.288
C (-3.377, 2.005, 2.617)  -1.766
C (-2.673, 2.375, 1.325)  0.927
C (3.401, -4.965, 1.585)  -0.414
C (-2.137, -2.592, -3.911)  -0.826
H (0.550, 3.675, -2.857)  0.507
H (-1.493, 3.265, 4.380)  0.584
H (4.099, -1.700, 6.082)  0.530
H (4.768, 0.313, 1.218)  0.578
H (0.851, -0.176, -8.175)  0.486
H (-1.852, 5.213, -2.135)  0.488
H (-2.734, -0.510, 3.187)  0.282
H (3.179, 0.805, -2.726)  0.268
H (-1.313, -0.920, -7.687)  0.520
H (-1.181, -2.687, -4.409)  0.785
H (0.083, 3.778, 2.780)  0.647
H (-2.093, 4.324, 2.009)  0.575
H (-3.869, 2.891, 3.032)  0.414
H (3.300, -5.808, 0.915)  0.465
H (-0.511, -2.470, 7.723)  0.329
H (-0.243, -5.025, -1.303)  0.566
H (2.714, 1.332, -7.665)  0.426
H (-2.026, -0.846, -6.084)  0.268
H (0.385, 2.287, -1.776)  -0.537
H (-2.234, 1.493, 0.858)  -0.249
H (2.960, 2.279, -5.379)  0.572
H (-5.012, -4.300, -3.460)  0.442
H (-4.372, 2.171, 0.086)  0.433
H (5.474, 1.085, -3.619)  0.522
H (5.470, -5.311, 2.329)  0.456
H (-4.145, 5.206, -3.029)  0.475
H (-1.171, 3.763, 0.616)  0.205
H (-5.483, -2.349, -2.046)  0.483
H (-0.160, -1.566, 5.477)  0.197
H (-3.068, 0.292, -1.171)  -0.719
H (-2.894, 1.431, 4.604)  0.432
H (-4.156, 1.256, 2.440)  0.521
H (-4.699, 0.409, -1.862)  0.488
H (-3.238, 3.191, -0.553)  -0.109
H (-4.358, -0.741, -0.554)  0.735
H (0.480, -3.265, 9.786)  0.202
H (-0.859, -2.114, -6.493)  0.340
H (0.680, 2.324, 0.971)  0.006
H (1.100, 1.738, 2.411)  0.267
H (-2.810, -4.505, -4.592)  0.510
H (-5.099, 3.123, -3.985)  0.516
H (0.039, 3.924, -1.211)  0.653
H (7.061, 0.596, 0.325)  0.482
H (2.178, -3.326, 10.023)  0.205
H (-3.770, 1.061, -3.979)  0.659
H (-1.302, -0.257, 3.907)  -0.156
H (1.366, 1.636, -3.633)  -0.153
H (0.528, -4.641, 0.277)  0.376
H (-0.406, 1.903, 4.409)  0.401
H (3.752, -2.622, 8.324)  0.342
H (-4.201, 3.693, 0.703)  0.452

Total charge   +3
HOMO level (alpha / beta)   -14.23 / -14.25 eV
M   1366.2 g mol⁻¹
Energy relative to the best compared isomer or geometry (same formula, charge and spin)   2.088 eV
Electronic energy   -6756.2601 Ha
2S+1   1

=====

The following is a quantum chemistry calculation of a molecular structure, C44H51N7O2PS3Tb at a distorted geometry, from OMol25.

Each line ends with the Löwdin spin population.
Geometry (Å):
Tb (0.106, 1.391, 1.025)  7.860
S (2.636, 1.654, 2.018)  0.002
S (-0.046, 0.419, 3.608)  0.007
S (0.922, 2.226, -1.422)  0.027
P (0.745, -2.088, -0.477)  0.004
O (0.213, -1.056, 0.462)  0.028
O (-2.162, 0.708, 0.751)  0.019
N (0.167, 4.409, -2.539)  -0.263
N (6.503, -2.039, 4.853)  0.000
N (-0.404, 3.742, 0.879)  -0.208
N (-0.372, 5.622, -2.761)  -0.066
N (3.259, -3.358, 7.012)  0.001
N (-2.873, -0.356, 1.005)  0.003
N (-0.397, 4.351, -0.304)  -0.268
C (4.238, -1.434, -2.763)  0.000
C (0.546, -4.951, -0.799)  0.000
C (-4.420, -2.611, 1.509)  0.000
C (2.710, 0.368, 3.183)  0.002
C (-0.813, -5.494, -1.238)  0.000
C (3.702, -2.829, -2.466)  0.000
C (-0.689, -0.501, -2.231)  0.002
C (-2.096, -1.549, -4.026)  0.000
C (5.435, -1.644, 4.687)  0.000
C (-3.512, 7.921, -1.272)  -0.019
C (-2.879, -0.919, 2.238)  0.000
C (3.492, -3.027, -0.969)  0.000
C (-1.431, 7.718, -2.443)  -0.014
C (0.429, -3.792, 0.206)  0.001
C (-1.409, 6.334, -2.214)  -0.006
C (-0.634, 4.113, 3.235)  -0.029
C (-1.589, -6.052, -0.040)  0.000
C (3.112, -0.559, -0.711)  0.002
C (-0.211, 6.832, 2.863)  0.002
C (-0.464, 4.621, 1.935)  -0.007
C (1.772, -1.068, 4.891)  0.000
C (0.149, -2.535, -3.365)  0.000
C (-0.920, -3.822, 0.927)  0.000
C (3.171, -2.555, 6.193)  0.000
C (1.578, -0.119, 3.895)  0.004
C (4.146, -1.142, 4.448)  0.000
C (-4.399, -2.018, 0.248)  0.000
C (-2.464, 8.496, -1.971)  0.000
C (0.102, 3.780, -1.390)  0.011
C (2.603, -1.951, -0.357)  0.000
C (-3.631, -0.907, 0.018)  0.001
C (-3.633, -2.032, 2.506)  0.000
C (-0.286, 6.006, 1.766)  -0.040
C (-0.329, 6.314, 4.146)  -0.044
C (3.289, -0.376, -2.210)  0.000
C (3.962, -0.172, 3.469)  0.000
C (-0.557, 4.955, 4.321)  0.003
C (-2.490, 5.755, -1.538)  -0.019
C (-1.069, -2.655, -4.297)  0.000
C (-1.287, -5.268, 1.244)  0.000
C (-1.376, -0.280, -3.584)  0.000
C (3.028, -1.591, 5.185)  0.002
C (-0.299, -1.966, -2.028)  0.000
C (-3.518, 6.548, -1.071)  0.000
H (-1.388, -4.708, -1.728)  0.000
H (2.318, -0.447, -2.703)  0.000
H (2.648, -2.051, 0.743)  0.000
H (-0.631, -0.016, -4.336)  0.000
H (-0.823, 3.047, 3.368)  0.003
H (-2.691, -1.365, -4.923)  0.000
H (0.204, 0.127, -2.189)  0.001
H (4.398, -3.585, -2.839)  0.000
H (-0.236, 6.961, 5.005)  -0.003
H (-0.724, -2.593, -5.331)  0.000
H (-1.341, -0.173, -1.418)  0.001
H (-2.783, -1.866, -3.238)  0.000
H (0.164, 6.121, -3.461)  -0.002
H (-4.992, -2.422, -0.560)  0.000
H (5.219, -1.319, -2.296)  0.000
H (-2.454, 9.563, -2.147)  0.001
H (-1.327, -7.101, 0.109)  0.000
H (-0.851, -3.232, 1.841)  0.000
H (-1.183, -2.527, -1.691)  0.000
H (-1.701, -3.374, 0.309)  0.000
H (1.214, -3.909, 0.965)  0.000
H (-4.343, 6.090, -0.548)  0.001
H (-5.031, -3.478, 1.710)  0.000
H (-1.542, -3.631, -4.167)  0.000
H (-0.657, -6.285, -1.976)  0.000
H (4.462, -2.964, -0.467)  0.000
H (-3.582, -0.407, -0.938)  0.000
H (-0.049, 7.892, 2.723)  0.001
H (-0.613, 8.172, -2.989)  -0.001
H (0.877, -1.858, -3.812)  0.000
H (0.912, -1.400, 5.453)  0.000
H (2.753, -2.961, -2.983)  0.000
H (-2.149, -5.300, 1.912)  0.000
H (2.423, 0.204, -0.318)  0.004
H (-2.658, -6.011, -0.258)  0.000
H (-2.236, -0.457, 2.977)  0.000
H (-2.074, 0.555, -3.518)  0.000
H (-3.607, -2.452, 3.499)  0.000
H (4.817, 0.194, 2.917)  0.000
H (3.672, 0.626, -2.406)  0.000
H (1.113, -4.636, -1.674)  0.000
H (-0.669, 4.557, 5.320)  0.001
H (-0.184, 6.390, 0.764)  -0.005
H (-0.448, -5.731, 1.769)  0.000
H (3.090, -4.023, -0.772)  0.000
H (0.615, -3.514, -3.265)  0.000
H (4.364, -1.308, -3.841)  0.000
H (-4.316, 8.531, -0.891)  -0.001
H (4.077, -0.412, -0.220)  0.000
H (1.096, -5.775, -0.336)  0.000
H (-2.511, 4.689, -1.385)  -0.003

Total charge   -1
HOMO level (alpha / beta)   -3.80 / -3.50 eV
M   996.0 g mol⁻¹
Energy relative to the best compared isomer or geometry (same formula, charge and spin)   0.121 eV
Electronic energy   -4601.5270 Ha
<S²>   16.806
2S+1   8